No. 1
Formula: C16H36BrN8O2PS
Source: OMol25
Level of theory: the ωB97M-V functional and the def2-TZVPD basis

Each line ends with the natural charge from an NBO analysis.
Geometry (Å):
C: 0.6493 -1.0573 1.5501  -0.61
C: -0.3605 0.0412 1.2879  -0.45
C: -1.6982 -0.1882 1.9608  -0.06
Br: -2.4507 1.5678 2.4258  0.00
N: -2.6350 -0.8805 1.0773  -0.21
O: -2.0155 -2.1510 0.7116  -0.39
C: -1.8752 -2.2033 -0.5686  0.52
N: -1.7962 -2.2065 -1.7404  -0.37
C: -3.8621 -1.1759 1.6754  0.53
N: -4.0211 -2.3321 2.4075  -0.95
P: -4.5597 -3.7211 1.5487  1.03
S: -6.4361 -4.1776 1.7315  -0.59
N: -4.8206 -0.2924 1.4872  -0.48
C: -6.1633 -0.3437 2.0108  -0.27
C: -7.2451 -0.1048 0.8946  0.39
N: -7.6765 1.2913 0.9788  -0.85
N: -8.4114 -0.9082 1.1607  -0.84
N: -6.7079 -0.5188 -0.3820  -0.86
H: 1.5548 -0.7918 1.0304  0.26
H: 0.8434 -1.1946 2.6030  0.20
H: 0.3334 -2.0045 1.1448  0.20
H: 0.0710 0.9587 1.6497  0.24
H: -0.5049 0.1803 0.2282  0.23
H: -1.5447 -0.7023 2.8982  0.21
H: -4.5535 -2.2002 3.2593  0.42
H: -3.7533 -4.7754 1.9962  -0.02
H: -4.2104 -3.4576 0.2196  -0.01
H: -4.5718 0.5197 0.9523  0.43
H: -6.2661 0.4164 2.7720  0.23
H: -6.3749 -1.3010 2.4512  0.23
H: -8.5895 1.3214 0.5454  0.38
H: -7.0904 1.8685 0.3874  0.35
H: -8.3040 -1.8217 0.7486  0.38
H: -8.5637 -1.0009 2.1499  0.37
H: -6.2388 0.2344 -0.8517  0.36
H: -7.4333 -0.8948 -0.9708  0.38
C: 3.3747 0.5384 -3.0318  -0.61
C: 4.2825 0.1967 -1.8350  0.09
C: 5.6893 -0.1294 -2.3481  -0.40
C: 6.4823 1.0783 -2.8595  -0.41
C: 6.0815 2.3919 -2.1672  -0.41
C: 5.4302 2.2158 -0.7895  0.10
N: 4.2595 1.3619 -0.9365  -0.07
O: 3.5832 1.1772 0.1927  -0.60
C: 4.9521 3.5931 -0.3351  -0.60
C: 6.4546 1.6997 0.2268  -0.63
C: 3.7334 -1.0407 -1.1607  -0.60
H: 2.3624 0.7517 -2.6864  0.21
H: 3.3221 -0.2934 -3.7427  0.19
H: 3.7352 1.4160 -3.5698  0.20
H: 6.2551 -0.6048 -1.5431  0.20
H: 5.6193 -0.8834 -3.1359  0.21
H: 7.5468 0.8869 -2.7079  0.20
H: 6.3518 1.1865 -3.9384  0.20
H: 6.9564 3.0390 -2.0792  0.21
H: 5.3809 2.9325 -2.8095  0.20
H: 4.1701 3.9646 -0.9984  0.21
H: 5.7801 4.3060 -0.3513  0.19
H: 4.5535 3.5602 0.6775  0.23
H: 7.2911 2.3986 0.3012  0.20
H: 6.8629 0.7253 -0.0442  0.20
H: 6.0048 1.6113 1.2154  0.23
H: 3.7050 -1.8802 -1.8586  0.20
H: 2.7201 -0.8573 -0.8108  0.22
H: 4.3421 -1.3360 -0.3051  0.21

Calculated values
relative energy (zero: lowest compared OMol25 entry of this formula, charge and spin)	8.0	kcal per mole
molar mass	515.463	Da
LUMO	-2.2	eV

No. 2
Formula: C7H11NO
Source: OMol25
Level of theory: the ωB97M-V functional and the def2-TZVPD basis

Each line ends with the natural charge from an NBO analysis.
Geometry (Å):
C: 1.9645 -1.6438 0.1695  -0.49
C: 1.1984 -0.6862 -0.4758  0.34
O: 1.7392 0.5703 -0.5338  -0.55
C: 0.9624 1.6932 0.0909  -0.08
C: -0.6294 1.6935 -0.3359  -0.41
C: -1.0975 0.1183 -0.0273  0.09
N: -0.7995 -0.3245 1.2663  -0.89
C: -1.6983 -1.0897 -0.7077  -0.40
C: -0.2507 -0.6642 -1.0324  -0.33
H: 1.5264 -2.5959 -0.0155  0.19
H: 2.7877 -1.5827 1.0082  0.23
H: 0.8904 1.4123 1.2107  0.16
H: 1.6021 2.6251 -0.1482  0.22
H: -1.2716 2.4123 0.1866  0.22
H: -0.7640 1.6437 -1.3665  0.21
H: -1.8651 -0.5725 1.8299  0.37
H: -0.0675 0.1867 2.0021  0.40
H: -2.5857 -1.1251 -1.3457  0.24
H: -1.6186 -1.8529 0.1884  0.26
H: -0.0230 -0.2179 -1.9638  0.22

Calculated values
relative energy (zero: lowest compared OMol25 entry of this formula, charge and spin)	159.9	kcal per mole
molar mass	125.171	Da
SMILES	C=C1OCC[C@@]2(N)C[C@H]12
LUMO	0.9	eV

No. 3
Formula: C42H50N6O4ScSe3
Source: OMol25
Level of theory: the ωB97M-V functional and the def2-TZVPD basis

Each line ends with the Mulliken charge.
Geometry (Å):
Sc: -0.5154 -0.9577 -2.0132  0.18
C: -3.0470 -1.0724 -4.6468  -0.89
O: -2.7540 -0.9817 -3.2506  0.31
C: -3.6412 -0.2328 -2.5063  0.02
C: -4.7038 0.4739 -3.0459  -0.75
C: -5.5381 1.1964 -2.2009  -0.90
C: -5.3175 1.2164 -0.8332  -0.94
C: -4.2539 0.5082 -0.2983  -0.32
C: -3.4152 -0.2165 -1.1305  0.68
N: -2.2727 -0.9292 -0.6791  1.15
N: -2.3158 -1.2371 0.5468  -0.60
C: -1.3283 -1.9586 1.1367  -0.14
C: -0.3103 -2.6394 0.4313  0.42
O: -0.1596 -2.5327 -0.8498  0.13
C: 0.5588 -3.5140 1.1560  -0.95
C: 0.4618 -3.6308 2.5018  -0.95
C: -0.5387 -2.9391 3.2520  0.70
C: -0.6345 -3.0953 4.6488  -0.74
C: -1.6339 -2.4775 5.3521  -0.73
C: -2.5672 -1.6825 4.6693  -0.79
C: -2.4830 -1.5034 3.3113  -0.24
C: -1.4617 -2.1271 2.5690  0.52
H: -4.0384 -1.5012 -4.7938  0.36
H: -2.9884 -0.0881 -5.1147  0.41
H: -2.2959 -1.7164 -5.0891  -0.01
H: -4.8958 0.4742 -4.1076  0.49
H: -6.3661 1.7475 -2.6257  0.45
H: -5.9695 1.7844 -0.1842  0.43
H: -4.0567 0.5116 0.7643  0.30
H: 1.2985 -4.0605 0.5863  0.54
H: 1.1460 -4.2781 3.0395  0.43
H: 0.0920 -3.7199 5.1547  0.46
H: -1.7093 -2.6034 6.4237  0.44
H: -3.3688 -1.2073 5.2207  0.46
H: -3.2127 -0.8961 2.7956  0.49
C: 3.4792 -3.5397 -1.3547  -1.17
Se: 2.8687 -1.8722 -2.1420  0.44
C: 2.8324 -2.5048 -3.9815  -1.07
C: 1.7551 -3.5300 -4.2660  -0.75
Se: -0.0625 -2.8081 -4.3321  0.29
C: -0.9216 -4.5439 -4.4345  -1.16
H: 4.4095 -3.8557 -1.8215  0.45
H: 2.7254 -4.3191 -1.4464  0.30
H: 3.6608 -3.3509 -0.2980  0.29
H: 3.8068 -2.9512 -4.1830  0.59
H: 2.7293 -1.6208 -4.6077  0.38
H: 1.7544 -4.3265 -3.5226  0.33
H: 1.9106 -3.9765 -5.2493  0.51
H: -0.7922 -5.0983 -3.5086  0.31
H: -0.4916 -5.0884 -5.2715  0.41
H: -1.9816 -4.3842 -4.6182  0.38
O: 0.8138 -0.1959 -3.4144  -0.11
N: 0.7249 0.9981 -3.9091  -1.20
N: -0.2738 1.6089 -3.4403  1.48
O: -1.0668 1.0295 -2.5841  0.20
C: -0.5805 2.9510 -3.8613  0.50
C: 0.2894 3.6263 -4.7049  -0.61
C: -0.0428 4.9123 -5.0946  -0.59
C: -1.2171 5.5039 -4.6461  -0.50
C: -2.0672 4.8084 -3.8007  -0.81
C: -1.7545 3.5181 -3.3968  -0.28
H: 1.2007 3.1575 -5.0435  0.48
H: 0.6225 5.4566 -5.7508  0.40
H: -1.4660 6.5099 -4.9557  0.40
H: -2.9803 5.2686 -3.4481  0.40
H: -2.3988 2.9580 -2.7353  0.34
C: 0.2581 5.1723 3.4070  -1.45
C: 0.0159 3.6817 3.6010  0.02
C: -0.7804 3.0803 2.4495  -0.49
C: -1.0667 1.5941 2.6064  -1.18
N: 0.1506 0.7876 2.6753  2.04
C: 0.8929 0.3998 1.6182  -1.42
Se: 0.5285 0.8794 -0.1483  -0.43
N: 1.9265 -0.3345 2.0720  1.83
C: 3.0313 -0.8427 1.2660  -0.15
C: 4.3039 -0.0249 1.4583  -0.95
C: 4.2059 1.4025 0.9270  -0.01
C: 4.2244 1.4801 -0.5944  -0.86
C: 1.8700 -0.3957 3.4585  0.34
C: 2.6962 -1.0171 4.3863  -0.97
C: 2.3528 -0.8760 5.7181  -1.01
C: 1.2238 -0.1466 6.1082  -0.85
C: 0.3949 0.4576 5.1815  -0.67
C: 0.7408 0.3174 3.8439  0.51
H: 0.8437 5.5906 4.2250  0.41
H: -0.6847 5.7196 3.3569  0.36
H: 0.7996 5.3603 2.4780  0.31
H: -0.5169 3.5128 4.5426  0.21
H: 0.9769 3.1662 3.6942  0.17
H: -0.2549 3.2401 1.5048  0.11
H: -1.7434 3.5918 2.3593  0.58
H: -1.6544 1.2152 1.7695  -0.35
H: -1.6188 1.3945 3.5259  0.73
H: 2.6908 -0.8128 0.2304  -1.18
H: 3.1870 -1.8869 1.5460  0.47
H: 5.1138 -0.5543 0.9479  0.56
H: 4.5613 -0.0119 2.5197  0.41
H: 5.0385 1.9798 1.3344  0.42
H: 3.2952 1.8760 1.3111  -0.08
H: 5.1343 1.0285 -0.9948  0.32
H: 4.1893 2.5163 -0.9309  0.39
H: 3.3694 0.9642 -1.0353  -0.14
H: 3.5694 -1.5798 4.0863  0.55
H: 2.9708 -1.3372 6.4764  0.44
H: 0.9920 -0.0576 7.1607  0.48
H: -0.4779 1.0149 5.4906  0.50

Calculated values
relative energy (zero: lowest compared OMol25 entry of this formula, charge and spin)	4.2	kcal per mole
molar mass	984.736	Da
total charge	+1
LUMO	-3.1	eV

No. 4
Formula: C28H42BF3IrN12P
Source: OMol25
Level of theory: the ωB97M-V functional and the def2-TZVPD basis

Each line ends with the Mulliken spin population.
Geometry (Å):
Ir: -0.2384 -0.0520 0.1394  2.78
C: 0.2982 4.2691 1.2782  0.00
C: 0.0645 3.3174 0.2864  0.01
N: 0.5154 2.1265 0.6728  0.17
N: 1.0569 2.2847 1.9089  -0.03
C: 0.9132 3.5686 2.2915  0.02
B: 1.7089 1.0450 2.5735  -0.06
N: 0.5375 0.1203 3.0805  -0.04
C: 0.2543 -0.2961 4.3201  0.04
C: -0.9209 -1.0313 4.2961  0.00
C: -1.3134 -1.0273 2.9679  0.00
N: -0.4352 -0.3217 2.2441  0.19
N: 2.5255 0.2854 1.4734  -0.03
C: 3.8481 0.0587 1.4275  0.02
C: 4.1456 -0.6075 0.2532  0.00
C: 2.9188 -0.7609 -0.3870  -0.03
N: 1.9551 -0.2123 0.3543  0.19
N: 2.6581 1.3303 3.7204  0.00
C: 3.1824 2.4598 4.2778  0.00
C: 4.0395 2.0823 5.2720  0.00
C: 3.9905 0.6724 5.2595  0.00
N: 3.1698 0.2188 4.3293  0.00
H: 0.0449 5.3164 1.2641  0.00
H: -0.4059 3.4418 -0.6748  0.00
H: 1.2169 3.9144 3.2623  0.00
H: 0.9004 -0.0559 5.1477  0.00
H: -1.4175 -1.5010 5.1284  0.00
H: -2.1752 -1.4764 2.4988  0.01
H: 4.4990 0.3658 2.2299  0.00
H: 5.1148 -0.9318 -0.0879  0.00
H: 2.6845 -1.2355 -1.3294  0.00
H: 2.9506 3.4498 3.9312  0.00
H: 4.6214 2.7246 5.9125  0.00
H: 4.5247 -0.0284 5.8857  0.00
N: -0.2952 -1.8018 -0.8496  1.11
P: 0.2354 -2.6228 -2.1379  -0.06
N: 0.6779 -1.6393 -3.3826  0.02
C: 0.9055 -2.1648 -4.7549  0.00
C: 0.2628 -1.2472 -5.7873  0.00
C: 0.9511 0.1275 -5.7718  0.00
C: 1.3994 0.5050 -4.3458  0.01
C: 0.5070 -0.1677 -3.3175  0.10
N: -0.8802 -3.6325 -2.8033  0.04
C: -2.0951 -2.9887 -3.3828  0.00
C: -3.2592 -3.0328 -2.3983  0.00
C: -3.6556 -4.4899 -2.0870  0.00
C: -2.5168 -5.4567 -2.4294  0.00
C: -1.1615 -4.8861 -2.0426  0.01
N: 1.4865 -3.5223 -1.6107  0.05
C: 1.7292 -3.7907 -0.1730  0.08
C: 1.8086 -5.2873 0.0944  0.01
C: 2.8721 -5.9335 -0.7958  0.00
C: 2.6243 -5.6048 -2.2691  0.00
C: 2.5162 -4.0991 -2.4801  0.01
H: 0.5040 -3.1736 -4.8241  0.00
H: 1.9812 -2.2122 -4.9550  0.00
H: -0.8021 -1.1458 -5.5640  0.00
H: 0.3410 -1.7091 -6.7710  0.00
H: 0.2711 0.8840 -6.1643  0.00
H: 1.8216 0.1067 -6.4301  0.00
H: 1.3541 1.5843 -4.2012  0.00
H: 2.4352 0.1994 -4.1764  0.00
H: -0.5323 0.1188 -3.5076  0.02
H: 0.7514 0.1893 -2.3240  -0.01
H: -2.3597 -3.5072 -4.3064  0.00
H: -1.8567 -1.9588 -3.6469  0.01
H: -4.1018 -2.4684 -2.7988  0.00
H: -2.9396 -2.5244 -1.4884  -0.01
H: -4.5477 -4.7723 -2.6467  0.00
H: -3.9019 -4.5844 -1.0274  0.00
H: -2.5156 -5.6811 -3.4983  0.00
H: -2.6535 -6.4042 -1.9096  0.00
H: -0.3773 -5.6075 -2.2619  0.00
H: -1.1462 -4.6991 -0.9612  0.00
H: 0.9491 -3.3234 0.4222  -0.05
H: 2.6838 -3.3272 0.1060  0.00
H: 0.8345 -5.7440 -0.1033  0.00
H: 2.0426 -5.4475 1.1487  0.00
H: 2.8777 -7.0142 -0.6499  0.00
H: 3.8615 -5.5614 -0.5047  0.00
H: 1.6997 -6.0818 -2.6061  0.00
H: 3.4363 -5.9865 -2.8902  0.00
H: 2.3004 -3.8740 -3.5229  0.00
H: 3.4765 -3.6333 -2.2256  0.00
F: -1.2723 1.8384 -1.9927  0.01
C: -1.7745 1.0350 -1.0226  0.37
F: -2.5365 1.8062 -0.2278  0.03
F: -2.6047 0.1720 -1.6405  0.02

Calculated values
relative energy (zero: lowest compared OMol25 entry of this formula, charge and spin)	11.5	kcal per mole
molar mass	837.725	Da
total charge	+1
LUMO (alpha / beta)	-1.6 / -5.3	eV
multiplicity	6

Question: The lowest molar mass belongs to which entry?
Answer: C7H11NO

Question: Which value of molar mass does entry 1 give?
Answer: 515.463 Da

Question: Look up the relative energy (zero: lowest compared OMol25 entry of this formula, charge and spin) of the fourth one.
Answer: 11.5 kcal per mole